[1]
Formula: C37H56Br22ClFO3S
Source: the Open Molecules 2025 dataset
Level of theory: the ωB97M-V functional and the def2-TZVPD basis

Positions of all 121 atoms, in Å:
H -1.484 -3.667 -2.770
H -7.055 0.624 -11.130
Br -2.246 -0.317 -8.196
C 3.327 -7.845 0.699
C -0.848 5.838 -5.552
H -6.023 -0.445 10.313
H 11.003 -1.965 0.615
H 0.212 -4.832 -0.443
H 9.984 -5.795 2.891
Br -4.835 -0.605 8.153
Br 8.234 -3.789 0.128
H -4.820 0.446 -10.169
C -4.088 3.411 -1.664
H 2.700 1.669 -6.248
C -2.910 -0.025 -6.385
H -4.311 0.677 -2.757
C -4.738 2.523 2.950
O -4.182 -2.423 -2.577
C -6.533 1.545 -10.867
H -4.368 0.605 11.765
C -5.456 1.273 -9.846
H -3.904 6.014 8.251
H -4.692 -1.619 10.429
C -3.003 4.005 -2.731
H -3.792 2.549 4.920
H -4.199 1.424 10.195
Br 13.510 -0.457 0.259
C -4.755 2.342 4.449
C 1.921 -1.613 0.209
H 0.405 0.853 -6.438
H -2.024 -0.056 -5.751
C -3.891 -1.098 -5.977
H 4.367 -8.077 0.466
H 3.346 -7.714 2.846
C 1.505 0.821 5.855
H 2.746 -1.371 0.987
H -1.283 0.591 3.433
H -5.055 3.196 -2.235
H -3.335 0.980 -6.362
H 13.835 -2.885 -0.217
O -1.787 3.667 -2.736
C 9.462 -5.632 1.947
C -3.111 5.570 6.301
C -0.939 -2.869 -0.748
Br -5.635 -0.819 -6.800
H -1.352 5.126 -4.898
H 0.948 -3.633 -1.636
H 2.756 -0.020 -5.692
Br 8.127 -7.049 1.854
C 1.330 1.599 7.137
Br -0.514 3.549 -7.245
Br -1.505 4.789 5.520
C -3.399 2.076 -1.063
C 0.174 5.196 -6.459
H -2.176 5.593 8.274
C -3.113 -2.030 -2.014
Br -3.625 3.560 8.273
C -2.043 -0.499 -0.014
H -5.594 2.070 2.449
C 3.160 -7.072 1.984
C -3.657 0.711 -1.825
H -5.520 2.974 4.905
H 1.109 -0.823 0.362
H -4.187 4.212 -0.853
Br 3.097 1.586 -3.811
Br -2.229 -0.021 10.703
C -1.382 -1.896 0.470
H -4.076 -1.062 -4.902
H 0.344 2.053 7.235
C -1.780 -2.946 -1.915
C -4.966 -0.617 10.099
C 0.426 -3.711 -0.603
C 0.828 0.974 -5.440
H 0.417 1.875 -4.984
H -3.568 -2.103 -6.251
Br -7.913 2.719 -10.144
H 7.940 -4.197 2.573
H 12.703 -2.133 -1.364
Cl 2.682 -1.328 -1.440
C -4.116 0.468 10.712
H -6.158 2.018 -11.775
H 2.178 -6.610 2.085
H 2.546 0.597 5.625
H 2.751 -8.772 0.730
H -5.848 1.057 -8.853
C 2.336 0.967 -5.495
Br -5.245 0.522 4.938
H -3.964 5.114 5.797
S -0.598 0.877 2.263
C -2.972 -0.587 -1.305
H 11.333 -3.606 0.014
Br 12.304 -3.311 2.266
C -2.483 2.173 0.211
F -3.377 4.938 -3.765
C -3.135 5.386 7.798
Br -2.232 6.748 -6.580
Br 2.635 3.041 7.273
C -1.755 0.800 0.766
H 2.410 -3.779 0.420
H 10.155 -5.794 1.121
Br 4.478 -5.641 2.124
H -0.385 6.618 -4.945
C 1.460 -3.122 0.474
Br 0.782 1.799 4.330
O -1.269 -2.191 1.688
C 8.815 -4.269 1.926
H 0.936 -0.110 5.891
H -4.691 3.584 2.691
Br -3.127 1.732 2.155
H 9.535 -3.498 2.208
H -2.280 3.153 0.783
H 0.482 5.837 -7.285
H -3.066 6.630 6.044
C 12.962 -2.239 -0.310
H 1.520 0.962 8.003
C 11.774 -2.725 0.483
H 1.055 4.893 -5.891
Br 0.154 -0.541 -4.414
H 1.041 -3.285 1.538
Br -4.253 2.795 -9.664
Br 2.613 -6.855 -0.820

LUMO   -1.10 eV
Total charge   0

Results of the Löwdin charge analysis, in e, for atoms 1 through 2: number 1, H, carries 0.135; number 2, H, carries 0.057

---

[2]
Formula: C4H5NO3
Source: the Open Molecules 2025 dataset
Level of theory: the ωB97M-V functional and the def2-TZVPD basis

Positions of all 13 atoms, in Å:
O 3.335 -0.977 -0.240
C 0.241 0.134 0.286
H -1.434 -0.115 1.388
H -1.634 1.023 0.022
C -1.131 0.102 0.368
O 1.118 -0.822 0.527
C 0.763 1.305 -0.133
O 2.110 0.986 -0.124
H 0.157 2.217 -0.497
H -2.659 -1.025 -0.371
N -1.792 -0.743 -0.543
C 2.332 -0.381 0.016
H -1.407 -1.703 -0.698

Energy above the lowest of the compared OMol25 structures with the same formula, charge and spin   2.876 eV
SMILES   NCc1coc(=O)o1
LUMO   0.73 eV
Total charge   0

Results of the Löwdin charge analysis, in e, for atoms 1 through 2: number 1, O, carries 0.184; number 2, C, carries -0.352

---

[3]
Formula: C15H24Br24N2O2
Source: the Open Molecules 2025 dataset
Level of theory: the ωB97M-V functional and the def2-TZVPD basis

Positions of all 67 atoms, in Å:
H -0.750 -2.264 3.242
C 0.869 1.860 -0.316
C -0.663 -1.467 2.360
C -0.655 -12.782 0.665
N 0.499 0.425 0.000
Br -1.299 -4.598 -1.605
H -0.719 -13.689 0.056
Br 2.909 -10.135 0.307
Br -4.842 3.348 -2.016
H -0.653 3.578 0.578
Br -0.444 -11.287 -0.562
Br 5.205 8.711 0.720
H -0.173 4.986 -5.903
N 0.300 1.516 4.475
Br 4.546 -7.412 -0.232
H 1.612 -1.859 2.593
Br 3.609 6.133 -0.372
C 4.797 7.605 -0.827
H -1.483 -1.787 1.556
C -0.345 4.774 -4.842
C -5.935 4.949 -2.173
Br -0.466 5.269 3.854
H -0.794 0.916 2.310
H 1.561 4.538 2.595
C 1.412 5.318 3.349
Br 1.894 7.010 2.520
H 1.050 1.330 3.773
Br 0.379 -1.850 -1.493
C 1.411 -0.205 1.027
H 0.737 1.755 5.395
Br 1.118 5.592 -3.855
H -1.872 3.493 -0.960
Br 2.168 -8.284 -2.224
H -1.438 0.473 5.260
H -3.511 -0.610 -4.710
Br -2.312 -12.660 1.677
H 4.262 8.239 -1.542
Br -2.062 5.561 -4.376
Br -0.359 2.839 -4.645
O 0.068 2.652 -1.308
C 0.843 -1.572 1.727
H 0.439 -3.708 -3.158
H 0.870 -2.450 0.948
Br 0.890 -12.987 1.829
Br -6.750 5.099 -3.933
Br -1.362 -1.866 -4.886
C -0.755 3.660 -0.604
H 0.061 -0.692 4.918
H -0.514 0.319 0.226
Br 1.915 -4.681 -1.397
Br 6.411 6.983 -1.718
H 2.402 -0.518 0.441
H -0.434 4.760 -0.875
C -1.072 -0.006 2.973
O 1.933 2.521 0.202
H -2.261 -0.009 3.076
C -0.524 0.246 4.530
H -6.751 4.852 -1.450
Br 2.576 4.888 4.847
Br -2.568 -0.137 -2.448
C 2.835 -8.323 -0.397
H 2.118 -7.771 0.217
C 0.368 -3.709 -2.065
Br -4.942 6.553 -1.697
Br -4.164 -2.715 -3.540
C -2.976 -1.244 -3.995
H 1.774 0.525 1.880

Energy above the lowest of the compared OMol25 structures with the same formula, charge and spin   4.671 eV
LUMO   -0.43 eV
Total charge   0

Results of the Löwdin charge analysis, in e, for atoms 1 through 2: number 1, H, carries 0.121; number 2, C, carries -0.264

---

[4]
Formula: C20H26BCl36F8N2O3S
Source: the Open Molecules 2025 dataset
Level of theory: the ωB97M-V functional and the def2-TZVPD basis

Positions of all 97 atoms, in Å:
O -0.436 -6.511 -1.928
H -5.428 -4.774 0.225
H -1.331 -0.771 6.084
Cl 1.213 5.211 -0.642
Cl -8.117 3.469 2.873
C -2.903 -5.692 0.103
C 3.762 7.722 -1.987
Cl 5.998 -5.574 -3.504
F 1.992 -4.286 -1.145
Cl 6.979 -0.656 -2.878
C -2.712 13.865 -3.682
H -4.691 -4.457 3.887
O -0.728 -4.181 -1.479
Cl 8.423 -0.463 -0.361
Cl -0.709 4.839 -2.792
C 11.229 1.813 -1.531
Cl -7.321 0.170 1.766
H -2.201 13.002 -3.262
Cl 11.718 2.888 -0.214
F 2.404 -2.807 2.022
H -3.559 -4.617 2.026
Cl 2.137 1.405 0.918
H 4.866 -5.703 -1.449
Cl -1.520 14.858 -4.531
H 1.480 -0.454 2.195
C 1.457 -5.341 -0.368
C -2.421 -8.625 0.840
H -5.286 -6.028 3.812
H 10.610 1.020 -1.114
C -2.380 -0.576 5.875
C -1.294 9.008 -3.911
H -3.636 -6.479 2.149
F -1.219 -5.493 1.673
Cl -0.419 7.888 -2.858
F 2.218 -6.468 -0.748
Cl 4.221 8.806 -0.666
Cl 7.127 -5.573 -0.825
C 7.044 11.003 -1.855
Cl -6.568 -2.422 0.681
Cl -10.501 3.227 1.226
F 1.573 -6.081 2.045
C 0.959 0.403 1.774
S -0.331 -5.481 -0.824
Cl -2.900 -1.662 4.574
Cl 7.503 12.087 -0.535
C 0.688 4.148 -1.958
Cl -0.231 10.315 -4.451
H 7.317 -2.330 -1.264
C 1.838 -5.021 1.139
Cl -3.952 13.286 -4.804
H -1.634 8.459 -4.786
H -2.653 -8.721 1.964
Cl 8.478 10.263 -2.580
N -5.521 -5.038 3.690
Cl -2.543 1.112 5.375
Cl -8.962 -1.077 -0.283
Cl -3.449 14.776 -2.357
H -2.028 -9.663 0.540
Cl 10.271 2.693 -2.730
C 7.935 -1.538 -1.679
H -10.366 3.619 3.538
F 3.254 -4.918 1.156
C 5.788 -6.129 -1.838
C -7.318 -0.854 0.326
Cl 9.352 -2.277 -2.436
H 3.139 6.931 -1.579
Cl -3.307 -0.883 7.348
F 0.638 -3.779 2.970
C -9.820 2.989 2.840
B -1.220 -7.564 0.570
O 0.105 -8.138 0.519
C 1.301 -3.639 1.731
H -6.062 -3.587 2.236
H -6.731 -0.360 -0.445
Cl 12.646 1.072 -2.288
C -3.787 -5.589 1.460
F 0.492 -2.907 0.874
Cl 0.214 1.306 3.098
H -3.348 -8.454 0.212
H -3.004 -4.649 -0.369
H 1.504 4.059 -2.672
Cl 5.653 -7.892 -1.781
C -6.087 -4.735 2.346
N -1.436 -6.022 0.420
Cl 6.108 11.876 -3.078
H -7.192 -5.028 2.372
Cl 2.827 8.594 -3.209
H 6.419 10.211 -1.446
Cl -10.003 1.305 3.351
H -3.351 -6.409 -0.657
H -5.823 -6.507 0.867
Cl -2.711 9.664 -3.081
H 0.411 -8.307 1.444
Cl 5.198 6.984 -2.712
Cl 0.313 2.535 -1.338
C -5.372 -5.498 1.118
Cl -0.283 -0.192 0.660

Energy above the lowest of the compared OMol25 structures with the same formula, charge and spin   5.332 eV
LUMO   -5.91 eV
Total charge   +1

Results of the Löwdin charge analysis, in e, for atoms 1 through 2: number 1, O, carries -0.200; number 2, H, carries 0.077

---

[5]
Formula: C32H43FO13
Source: the Open Molecules 2025 dataset
Level of theory: the ωB97M-V functional and the def2-TZVPD basis

Positions of all 89 atoms, in Å:
H 0.583 3.822 -8.832
H -0.959 1.689 -6.497
C 1.993 1.725 4.977
H -0.926 -3.123 5.272
H -1.057 -4.141 -7.447
C 3.404 0.869 1.526
O -2.507 3.224 6.778
H 0.476 -0.591 6.724
C 4.482 -0.276 1.990
H 3.463 3.126 1.977
O -0.280 -3.693 -3.433
H -5.833 -0.389 7.784
F 5.868 -2.645 1.548
H 0.680 -1.807 -6.465
H 0.112 -4.497 -2.966
H 1.420 2.698 5.353
H -2.410 0.787 4.661
C -5.184 2.842 8.837
C 4.914 -1.601 1.073
H -1.606 -2.031 6.653
H 1.712 3.169 -6.814
C 1.602 1.723 -0.618
O -2.811 -1.458 -9.521
C -0.583 -3.162 -7.588
C 3.260 2.083 4.002
H 0.095 -1.317 -4.333
C -0.987 -1.992 5.647
H 4.503 -2.746 -1.127
O 2.711 0.126 -8.892
O -0.941 -2.748 -9.796
H -4.311 0.905 9.216
C -0.248 2.480 -6.235
H 0.440 -2.705 -1.682
H 1.747 2.407 2.280
H -0.393 2.331 -8.892
O -4.033 1.604 7.314
H -6.609 1.067 7.186
C -3.426 2.819 7.469
C 0.316 -2.839 -6.411
C -0.432 -2.558 -2.484
C 0.925 0.642 4.367
H 2.512 -1.067 4.852
H 1.175 -3.515 -6.369
H 2.458 1.217 5.953
H -0.079 0.777 4.998
H 0.077 2.278 -5.209
C -6.112 0.633 8.061
H 1.165 -2.387 6.452
O 2.910 -1.335 -3.473
C -0.302 -1.081 -3.257
H -0.767 3.443 -6.254
O 1.592 2.077 -9.316
H -5.392 2.937 9.906
H 0.622 0.812 3.250
C 0.116 -3.073 -8.911
O -3.989 3.522 8.497
C 2.910 2.163 2.403
O -1.681 -1.243 4.589
O -1.606 -2.188 -7.717
H 3.622 3.176 4.317
O 1.684 3.062 -0.444
H -2.622 -0.136 6.290
C 0.786 -0.218 -2.344
H 0.865 -2.275 -8.958
H -0.697 1.410 -1.501
H 4.993 -0.222 3.056
C 3.150 -0.674 -0.904
H -6.009 3.288 8.271
C -4.879 1.429 8.439
C 4.230 -1.818 -0.428
C 2.004 1.046 -8.519
H 4.142 1.365 4.284
C 0.575 2.753 -8.600
H -0.242 -2.923 -5.473
H -6.826 0.588 8.888
C -1.872 -2.077 -9.053
C 2.721 0.655 0.015
C 0.942 2.476 -7.173
H -1.346 -0.551 -3.222
C 2.356 -0.796 -2.371
H -3.763 -0.521 4.782
C 1.365 -0.946 4.631
C -2.657 -0.282 5.129
H 1.096 -1.624 3.688
H -1.439 -2.635 -1.848
H 0.584 -4.019 -9.199
C 0.546 -1.496 5.960
O 1.513 1.180 -7.250
C 0.398 0.997 -1.521

SMILES   COCCCCCCCc1cc(F)cc2c1C(=O)C=C(CCO)C2=O.C[C@@H]1COC(=O)O1.C[C@@H]1COC(=O)O1.C[C@@H]1COC(=O)O1
LUMO   -1.79 eV
Total charge   0

Results of the Löwdin charge analysis, in e, for atoms 1 through 2: number 1, H, carries 0.144; number 2, H, carries 0.092

---

[6]
Formula: C16H30N2O3S
Source: the Open Molecules 2025 dataset
Level of theory: the ωB97M-V functional and the def2-TZVPD basis

Positions of all 52 atoms, in Å:
H -0.307 -1.842 3.802
C -2.220 0.585 1.486
C 3.167 -0.301 -3.674
H -0.345 1.417 2.180
H -1.424 1.901 6.360
C 0.835 -1.303 -3.121
C 0.994 1.801 -4.071
H -2.207 -2.081 2.318
C 2.341 -1.526 -3.286
H -2.386 1.372 0.747
H -0.869 0.768 -3.780
H -1.779 1.930 3.118
H -1.457 -0.676 -1.711
N -0.568 -0.381 -1.341
H 1.838 2.147 -3.474
C 0.468 -0.051 -2.309
H 1.563 1.575 -6.133
H 0.045 1.300 5.590
H 2.493 -2.311 -4.030
O -3.155 0.895 4.699
H -0.428 1.875 -2.480
H 4.217 -0.608 -3.675
H 0.755 0.178 -5.470
C -1.622 -0.660 0.813
H 3.068 0.463 -2.904
C -0.034 1.118 -3.165
C -1.279 -1.708 1.881
H 2.736 -1.893 -2.335
C 1.493 0.945 -5.242
C -1.310 -0.222 6.238
H -2.026 -0.439 7.027
H 3.016 -0.454 -5.812
N -1.039 0.071 3.577
H 0.349 -1.267 -4.094
H 3.629 1.083 -5.214
C -0.659 1.130 6.401
H 0.550 -0.819 2.615
C -1.306 1.099 2.595
H -2.372 -1.087 0.137
H 0.507 2.691 -4.476
C -0.392 -0.278 -0.007
C 2.875 0.310 -5.043
H -3.180 0.317 1.934
S -2.258 -0.225 4.687
O -2.830 -1.536 4.521
H 1.318 0.267 -1.700
O 0.659 0.096 0.479
H -0.592 -1.033 6.161
H -0.133 1.201 7.350
C -0.430 -1.110 3.003
H 0.434 -2.178 -2.600
H -0.743 -2.544 1.427

Energy above the lowest of the compared OMol25 structures with the same formula, charge and spin   0.477 eV
SMILES   CCS(=O)(=O)N1CCC(C(=O)NC2CCCCCCC2)CC1
LUMO   0.73 eV
Total charge   0

Results of the Löwdin charge analysis, in e, for atoms 1 through 2: number 1, H, carries 0.117; number 2, C, carries -0.110

---

[7]
Formula: C2H5NO2
Source: the Open Molecules 2025 dataset
Level of theory: the ωB97M-V functional and the def2-TZVPD basis

Positions of all 10 atoms, in Å:
H 1.024 0.405 1.702
N -0.035 0.325 -1.888
H -0.217 -0.833 2.047
H -1.160 0.555 -1.962
H 0.377 -0.080 -2.581
H -0.822 0.711 2.213
O -0.608 0.157 0.172
C 0.308 -0.415 -0.680
O 1.287 -1.082 -0.536
C -0.154 0.256 1.513

Energy above the lowest of the compared OMol25 structures with the same formula, charge and spin   2.078 eV
SMILES   COC(N)=O
LUMO   0.79 eV
Total charge   0

Results of the Löwdin charge analysis, in e, for atoms 1 through 2: number 1, H, carries 0.139; number 2, N, carries 0.141